No. 1
DFT (the ωB97M-V functional and the def2-TZVPD basis) results for the molecule C20H28N2O7S.

Results
DFT total energy, Eh: -1813.29588
Energy relative to the best compared isomer or geometry (same formula, charge and spin), eV: 0.1136
SMILES: CCOC(=O)C1CCN(C(=O)COc2ccc(S(=O)(=O)N3CCOCC3)cc2)CC1
LUMO level, eV: 0.57

CARTESIAN COORDINATES (ANGSTROEM)
1 S -3.522 0.049 1.366
2 O 2.145 1.002 -1.390
3 O -3.035 1.346 1.747
4 O -4.294 -0.690 2.327
5 O 2.448 2.261 0.444
6 O 2.137 -1.275 1.386
7 O -6.625 0.354 -1.789
8 O 1.195 -3.006 -0.401
9 N 4.081 -0.908 0.320
10 N -4.407 0.266 -0.061
11 C 1.034 2.403 0.663
12 C 5.027 1.326 0.710
13 C -6.002 1.540 -1.351
14 C -0.802 -2.885 0.815
15 C 0.596 1.629 1.896
16 C -2.161 -0.928 0.775
17 C -0.169 -0.994 -0.547
18 C 4.516 0.026 1.347
19 C 4.389 1.510 -0.668
20 C -5.368 1.351 0.027
21 C -1.303 -0.330 -0.127
22 C 2.862 1.537 -0.580
23 C 4.955 -0.931 -0.828
24 C 2.848 -1.446 0.415
25 C 2.378 -2.328 -0.751
26 C -5.049 -0.960 -0.488
27 C 0.105 -2.270 -0.052
28 C 4.837 0.389 -1.613
29 C -1.927 -2.209 1.239
30 C -5.706 -0.711 -1.848
31 H 4.734 -1.782 -1.469
32 H -4.284 -1.734 -0.566
33 H 0.509 2.049 -0.227
34 H -6.274 -1.586 -2.169
35 H -6.149 1.119 0.765
36 H 3.654 0.216 1.989
37 H -2.619 -2.644 1.943
38 H 5.797 0.633 -2.067
39 H 0.862 3.475 0.791
40 H 5.976 -1.049 -0.450
41 H 2.253 -1.710 -1.649
42 H 1.072 2.035 2.785
43 H -4.826 2.242 0.344
44 H 6.111 1.293 0.584
45 H 0.510 -0.501 -1.223
46 H 3.101 -3.122 -0.950
47 H -4.922 -0.487 -2.587
48 H 4.681 2.481 -1.081
49 H -6.785 2.299 -1.316
50 H -1.534 0.664 -0.475
51 H -0.581 -3.879 1.169
52 H 4.096 0.293 -2.408
53 H -5.225 1.841 -2.069
54 H 0.865 0.579 1.801
55 H 5.300 -0.442 1.952
56 H 4.785 2.169 1.354
57 H -0.484 1.703 2.003
58 H -5.806 -1.275 0.245

=====

No. 2
DFT (the ωB97M-V functional and the def2-TZVPD basis) results for a structure of composition C32H37IKN5O5STe.

Results
DFT total energy, Eh: -3455.56447
Total charge: -2
Energy relative to the best compared isomer or geometry (same formula, charge and spin), eV: 0.0000
LUMO level, eV: 3.72

CARTESIAN COORDINATES (ANGSTROEM)
1 I 2.490 2.082 1.836
2 Te -3.552 2.636 -1.918
3 K -0.901 1.191 0.457
4 S -0.976 3.401 3.569
5 O -3.657 -0.314 4.088
6 O 4.877 -2.388 -2.826
7 O 0.564 0.718 -1.714
8 O -2.852 0.158 2.043
9 O -0.717 3.407 2.096
10 N -0.198 -1.227 2.660
11 N 2.242 -0.574 0.206
12 N -1.328 -1.809 -0.414
13 N 0.923 -1.083 -4.757
14 N 0.348 -3.415 -0.345
15 C -2.516 -2.037 2.906
16 C -0.373 5.017 -4.862
17 C -0.904 -3.095 -2.393
18 C 3.681 -0.102 3.567
19 C -1.568 4.523 -5.371
20 C 2.483 -2.006 -3.175
21 C 3.850 -2.426 3.002
22 C 2.902 -0.868 1.393
23 C 1.893 -1.976 -4.404
24 C -0.646 -2.750 -1.066
25 C 3.284 -2.166 1.763
26 C -0.102 4.845 -3.509
27 C -2.467 3.864 -4.544
28 C 3.585 -3.001 -2.948
29 C -1.914 -2.436 -3.054
30 C -1.007 4.189 -2.686
31 C 2.652 -1.162 -0.868
32 C -2.661 -1.482 -2.381
33 C 4.053 -1.398 3.909
34 C -2.650 2.820 3.905
35 C 3.114 0.151 2.331
36 C -2.541 2.331 5.340
37 C -0.280 1.905 4.353
38 C -1.083 -2.103 3.431
39 C 1.021 -0.142 -2.488
40 C -3.076 -0.607 3.019
41 C 0.515 -0.214 -3.879
42 C -1.328 1.384 5.346
43 C -0.518 0.790 -4.264
44 C -2.210 3.673 -3.182
45 C 2.054 -1.089 -2.164
46 C -2.329 -1.207 -1.065
47 H 0.771 -1.502 2.766
48 H -0.909 1.255 6.346
49 H -1.069 -1.790 4.481
50 H -0.774 4.057 -1.636
51 H -0.744 -3.150 3.407
52 H 3.601 -3.703 -3.787
53 H -0.447 -1.301 1.680
54 H 0.634 -2.878 0.464
55 H -1.335 0.817 -3.538
56 H 0.661 2.203 4.816
57 H -2.866 1.994 3.216
58 H -2.104 -2.649 -4.100
59 H -1.687 0.417 4.999
60 H -3.444 -0.912 -2.862
61 H -0.290 -3.835 -2.892
62 H 4.117 -3.443 3.263
63 H 0.827 5.215 -3.091
64 H 3.434 -3.585 -2.034
65 H 3.553 -1.786 -0.809
66 H -0.897 0.564 -5.260
67 H -1.796 4.640 -6.426
68 H 3.822 0.711 4.267
69 H -2.392 3.179 6.019
70 H -3.344 3.644 3.747
71 H 0.337 5.520 -5.509
72 H -3.389 3.472 -4.959
73 H -2.885 -0.461 -0.504
74 H -0.070 1.176 3.568
75 H -0.092 1.797 -4.256
76 H -2.525 -2.355 1.861
77 H 1.144 -3.655 -0.918
78 H -3.139 -2.709 3.498
79 H -3.443 1.798 5.635
80 H 3.097 -2.980 1.073
81 H 4.480 -1.597 4.884
82 H 4.787 -1.497 -3.181
83 H 2.197 -2.679 -5.174

=====

No. 3
DFT (the ωB97M-V functional and the def2-TZVPD basis) results for a cluster of 2 separate species, C2H2F3NO in total.

Results
DFT total energy, Eh: -506.84501
Energy relative to the best compared isomer or geometry (same formula, charge and spin), eV: 5.1447
LUMO level (alpha / beta), eV: -0.19 / -0.19

CARTESIAN COORDINATES (ANGSTROEM)
1 F -0.919 -1.655 0.199
2 F 1.349 -1.585 0.139
3 F 0.109 -1.170 1.964
4 O 1.544 1.218 0.051
5 N 0.398 0.875 -0.172
6 C 0.232 -1.043 0.625
7 C -0.663 1.114 -0.796
8 H -0.669 1.922 -1.422
9 H -1.380 0.324 -0.588

=====

No. 4
DFT (the ωB97M-V functional and the def2-TZVPD basis) results for a cluster of 2 separate species, C3H4ClP in total.

Results
DFT total energy, Eh: -918.07587
Energy relative to the best compared isomer or geometry (same formula, charge and spin), eV: 3.4854
LUMO level (alpha / beta), eV: -0.16 / -1.26

CARTESIAN COORDINATES (ANGSTROEM)
1 Cl -3.247 0.466 -0.121
2 P -1.745 0.855 -1.432
3 C -0.715 -0.729 -1.327
4 C -0.287 0.219 -0.559
5 C 1.625 0.224 1.258
6 H -0.669 -1.711 -1.739
7 H 0.967 0.458 2.066
8 H 2.170 1.010 0.781
9 H 1.902 -0.791 1.072

=====

No. 5
DFT (the ωB97M-V functional and the def2-TZVPD basis) results for a cluster of 16 separate species, H31O16 in total.

Results
DFT total energy, Eh: -1222.45534
Total charge: -1
Energy relative to the best compared isomer or geometry (same formula, charge and spin), eV: 3.1253
LUMO level, eV: 2.43

CARTESIAN COORDINATES (ANGSTROEM)
1 O -2.976 1.877 -4.404
2 O 1.976 -0.954 -3.721
3 O 1.550 1.441 -1.467
4 O -0.921 -0.927 -2.307
5 O -2.620 -0.816 1.855
6 O 0.135 -0.537 0.026
7 O -0.703 0.649 4.291
8 O -0.107 1.092 -4.647
9 O 3.339 -2.448 0.580
10 O -3.354 -3.486 2.841
11 O 2.187 -1.154 2.437
12 O 1.073 3.122 2.949
13 O -4.185 3.390 -1.458
14 O 0.730 -4.213 0.836
15 O 2.307 0.841 0.934
16 O -0.594 2.476 0.939
17 H 1.216 -3.386 0.803
18 H -2.804 1.812 -3.461
19 H 1.975 -0.405 1.736
20 H 1.726 1.265 -0.456
21 H 3.262 0.820 0.962
22 H 1.318 -4.648 1.464
23 H 2.912 -1.063 -3.902
24 H -1.938 -1.010 2.490
25 H -0.595 0.339 -4.997
26 H -0.650 1.490 3.828
27 H -4.541 2.509 -1.504
28 H 0.001 2.957 1.519
29 H 2.308 -0.774 3.300
30 H -2.439 -0.037 1.322
31 H 3.170 -1.627 0.096
32 H -0.757 -1.281 -1.437
33 H 1.777 -0.050 -4.000
34 H 1.896 0.567 -1.680
35 H -2.564 -3.756 2.340
36 H -3.310 3.472 -1.085
37 H 0.278 0.716 -3.850
38 H 0.306 -1.479 0.011
39 H 1.692 2.721 2.319
40 H 2.761 -2.230 1.369
41 H -2.123 1.772 -4.836
42 H -1.141 0.013 3.725
43 H -0.276 1.836 0.308
44 H 1.021 -0.273 0.398
45 H 1.124 2.673 3.794
46 H -0.063 -0.634 -2.607
47 H -3.378 -2.661 2.348

=====

No. 6
DFT (the ωB97M-V functional and the def2-TZVPD basis) results for a cluster of 8 separate species, C41H105BN13O10 in total.

Results
DFT total energy, Eh: -3113.84808
Total charge: +1
LUMO level, eV: -2.27

CARTESIAN COORDINATES (ANGSTROEM)
1 O -0.467 3.514 -3.424
2 O 0.707 1.126 1.654
3 O 4.288 8.275 -2.904
4 O -2.164 2.674 8.519
5 O -3.769 -11.016 -1.889
6 O 6.513 5.509 -1.165
7 O -2.522 -5.217 1.729
8 O 1.074 4.500 3.230
9 O -5.422 -1.460 2.522
10 O -1.344 -5.344 -3.677
11 N -1.212 -1.771 2.080
12 N 1.428 4.881 -5.066
13 N -3.841 -6.054 -4.925
14 N -1.605 0.540 6.673
15 N -2.540 -2.016 2.339
16 N 9.243 4.590 -0.914
17 N 0.750 -0.123 -0.414
18 N -2.341 -0.064 1.285
19 N -4.489 -0.658 1.924
20 N 4.709 6.185 -4.843
21 N -4.457 -4.072 1.130
22 N -4.132 -13.683 -2.945
23 N 0.694 5.435 0.530
24 C 0.113 -1.194 4.595
25 C 0.109 4.536 -5.604
26 C 0.252 -1.367 -1.045
27 C 5.611 4.601 -1.769
28 C -0.121 -2.656 2.459
29 C -1.177 -5.776 -2.343
30 C -1.388 -6.378 -4.647
31 C -1.773 1.916 6.194
32 C 1.605 6.143 1.437
33 C -3.185 -0.931 1.862
34 C -1.125 -0.618 1.438
35 C 8.214 4.143 0.027
36 C 7.822 2.709 -0.316
37 C -3.282 -4.302 1.884
38 C 6.324 7.933 -5.357
39 C 1.273 5.868 2.913
40 C -2.990 -3.242 2.967
41 C -0.757 5.790 -5.650
42 C -2.583 2.774 7.176
43 C 0.276 -2.583 3.950
44 C 3.040 5.815 1.043
45 C -5.466 -5.114 1.343
46 C -1.493 4.310 -2.861
47 C -4.085 -10.847 -0.521
48 C 0.433 1.068 -1.285
49 C -5.869 -0.911 3.774
50 C -4.168 -3.798 -0.292
51 C 2.270 3.772 3.473
52 C -2.764 -7.041 -4.803
53 C -4.765 -0.521 4.753
54 C 4.843 7.591 -5.229
55 C 4.073 8.523 -4.282
56 C -0.406 2.498 5.847
57 C -2.650 -11.843 -2.151
58 C 5.456 8.859 -2.358
59 C -1.067 3.498 8.878
60 C -0.524 3.370 -4.833
61 C 7.022 5.109 0.092
62 C -2.948 -13.349 -2.150
63 C -3.107 -8.014 -3.680
64 C -3.107 -13.942 -0.753
65 B 0.171 0.137 0.863
66 H 8.791 4.766 -1.808
67 H 0.053 2.468 -5.057
68 H -3.216 -4.206 -0.630
69 H 6.320 8.198 -2.462
70 H 0.704 4.452 0.793
71 H 4.997 4.089 -1.022
72 H -1.131 -5.897 -5.594
73 H 4.394 7.709 -6.219
74 H -4.032 0.142 4.291
75 H -5.451 -5.454 2.380
76 H -4.072 -13.691 -0.311
77 H -4.595 -9.889 -0.418
78 H -0.353 -3.285 4.502
79 H 3.277 6.273 0.083
80 H 0.352 -2.193 -0.340
81 H -6.449 -4.678 1.165
82 H 4.955 5.174 -2.424
83 H 6.136 3.866 -2.383
84 H -1.226 0.579 7.617
85 H 1.325 1.684 -1.357
86 H -4.818 0.187 1.480
87 H -4.173 -2.713 -0.442
88 H 4.967 6.118 -3.861
89 H -1.634 3.984 -1.829
90 H -3.906 -3.056 3.521
91 H -1.088 4.451 8.343
92 H 0.146 0.719 -2.273
93 H 9.587 5.502 -0.628
94 H 1.320 5.025 -4.064
95 H -4.899 -13.100 -2.620
96 H 3.200 4.741 0.934
97 H -0.608 -7.123 -4.445
98 H -2.349 1.872 5.262
99 H -1.143 3.696 9.946
100 H 8.645 2.031 -0.089
101 H -2.264 -8.671 -3.454
102 H -3.616 2.413 7.167
103 H 0.747 -2.411 1.851
104 H -3.392 -7.499 -2.762
105 H -0.806 -1.264 -1.321
106 H 6.753 7.425 -6.221
107 H -0.397 1.662 -0.894
108 H -5.335 -5.986 0.696
109 H -1.555 3.179 -5.159
110 H 0.320 6.355 3.134
111 H -2.524 0.121 6.801
112 H -0.535 -6.658 -2.274
113 H 3.036 4.386 3.954
114 H 6.215 4.700 0.716
115 H 5.676 9.826 -2.819
116 H 1.030 -0.918 5.117
117 H -6.461 -1.710 4.221
118 H -2.317 -11.566 -3.156
119 H 2.035 4.068 -5.134
120 H -0.397 -3.687 2.227
121 H -2.243 -3.615 3.661
122 H 2.020 6.310 3.583
123 H 6.894 7.617 -4.484
124 H -0.706 -4.962 -1.789
125 H -6.548 -0.067 3.629
126 H -0.020 1.589 2.096
127 H -3.986 -13.388 -3.906
128 H 7.361 6.031 0.572
129 H 3.723 5.935 -4.856
130 H -1.213 5.365 -2.838
131 H 0.245 4.198 -6.635
132 H -0.087 -0.390 3.886
133 H -2.609 3.823 6.856
134 H -1.793 5.547 -5.895
135 H 0.813 -1.605 -1.946
136 H 0.322 2.370 6.648
137 H -0.115 2.994 8.697
138 H -2.086 -13.838 -2.615
139 H 5.280 9.013 -1.293
140 H -0.259 5.735 0.713
141 H -3.948 -8.643 -3.967
142 H -5.001 -4.177 -0.880
143 H -4.765 -11.626 -0.169
144 H -2.438 4.191 -3.399
145 H 2.660 3.356 2.541
146 H -3.186 -10.835 0.102
147 H -3.672 -5.471 -5.740
148 H -0.385 6.474 -6.412
149 H 4.272 9.577 -4.515
150 H 3.753 6.194 1.778
151 H -2.144 -5.986 -1.877
152 H 2.024 2.936 4.128
153 H 1.298 -2.937 4.069
154 H 1.464 7.216 1.282
155 H -2.732 -7.615 -5.734
156 H -5.236 0.006 5.583
157 H -0.481 3.562 5.619
158 H -3.759 -5.413 -4.140
159 H 7.592 2.591 -1.375
160 H -0.660 -1.164 5.354
161 H -4.241 -1.381 5.174
162 H 6.953 2.387 0.262
163 H -2.321 -13.591 -0.082
164 H 6.473 9.007 -5.492
165 H -3.049 -15.028 -0.799
166 H 8.660 4.129 1.026
167 H 3.005 8.356 -4.442
168 H -0.747 6.329 -4.703
169 H -0.001 2.000 4.964
170 H -1.828 -11.600 -1.464

=====

No. 7
DFT (the ωB97M-V functional and the def2-TZVPD basis) results for a cluster of 2 separate species, C2H11N2O in total.

Results
DFT total energy, Eh: -267.24694
Total charge: +1
Energy relative to the best compared isomer or geometry (same formula, charge and spin), eV: 2.1159
LUMO level, eV: -3.36

CARTESIAN COORDINATES (ANGSTROEM)
1 O 0.352 -1.567 -2.164
2 N 0.809 -0.614 -0.160
3 N -0.573 1.560 1.167
4 C 0.118 -0.365 -1.552
5 C -0.693 0.928 2.490
6 H -0.950 -0.153 -1.503
7 H 0.238 1.073 2.957
8 H 0.607 -1.468 0.140
9 H -0.768 -0.098 2.397
10 H -0.358 -2.082 -2.293
11 H -1.531 1.511 3.105
12 H 0.802 0.135 0.512
13 H -0.268 2.498 1.262
14 H -1.292 1.468 0.481
15 H 0.658 0.467 -2.025
16 H 1.839 -0.817 -0.396

=====

No. 8
DFT (the ωB97M-V functional and the def2-TZVPD basis) results for the molecule C11H19NO6.

Results
DFT total energy, Eh: -936.70398
Energy relative to the best compared isomer or geometry (same formula, charge and spin), eV: 1.9739
SMILES: CCCN[C@@]1(CCOC=O)OC(=O)O[C@H]1CCO
LUMO level, eV: 0.53

CARTESIAN COORDINATES (ANGSTROEM)
1 O -1.908 -3.035 3.320
2 O -1.154 -0.895 3.506
3 O 1.805 -2.773 1.913
4 O 0.514 -1.513 0.488
5 O 4.276 1.313 -1.651
6 O 2.516 -0.768 1.124
7 N -0.385 0.504 -0.551
8 C 2.914 1.050 -1.956
9 C -2.241 0.382 -2.158
10 C -1.315 -0.213 2.247
11 C 1.936 0.201 0.238
12 C -2.089 -1.875 3.650
13 C -2.839 1.594 -1.443
14 C -0.004 0.430 1.838
15 C -1.212 -0.409 -1.333
16 C 0.467 -0.093 0.475
17 C 2.384 -0.146 -1.194
18 C 1.624 -1.791 1.244
19 H -2.070 0.555 2.350
20 H 2.192 1.226 0.461
21 H -2.688 1.573 -0.376
22 H -0.613 -0.954 -2.055
23 H 0.764 0.301 2.590
24 H 2.378 1.948 -1.686
25 H -1.750 0.706 -3.066
26 H 4.730 0.474 -1.654
27 H 2.832 0.869 -3.023
28 H 3.171 -0.879 -1.085
29 H -3.026 -1.579 4.134
30 H -0.176 1.480 1.684
31 H -3.905 1.641 -1.617
32 H -2.443 2.509 -1.854
33 H 1.586 -0.625 -1.738
34 H 0.150 1.100 -1.160
35 H -3.036 -0.277 -2.473
36 H -1.640 -0.932 1.509
37 H -1.743 -1.098 -0.697